Model one:
DFT (ωB97M-V/def2-TZVPD) results for a 2-piece molecular cluster, H4O2 overall.

Structure (XYZ):
```
6
Properties=species:S:1:pos:R:3:nbo_charge:R:1
H -1.2356 -0.0870 -0.5024 0.468
H 1.4355 -0.8613 0.0943 0.483
H 1.8191 0.6786 -0.4600 0.479
O 2.0927 -0.0892 0.1095 -0.962
H -2.0237 0.5027 0.7437 0.475
O -2.0879 -0.1438 0.0148 -0.943
```

Structure (SMILES): O.O
Net charge: 0
E_LUMO (eV): 0.42



Model two:
DFT (ωB97M-V/def2-TZVPD) results for a 2-piece molecular cluster, H4O2 overall.

Structure (XYZ):
```
6
Properties=species:S:1:pos:R:3:nbo_charge:R:1
O 1.5548 -0.3788 0.0192 -0.958
H -1.9876 1.1780 0.0799 0.472
H 0.6289 -0.1175 0.0307 0.489
H 1.8409 -0.4504 0.9541 0.463
O -1.3667 0.3311 -0.2022 -0.936
H -1.9871 -0.2289 0.3999 0.469
```

Structure (SMILES): O.O
Net charge: 0
E_LUMO (eV): 0.38



Top of the stability list: model one, leading by 0.0076 hartree.



Model one:
DFT (ωB97M-V/def2-TZVPD) results for a 2-piece molecular cluster, H4O2 overall.

Structure (XYZ):
```
6
Properties=species:S:1:pos:R:3:nbo_charge:R:1
H -1.7467 -0.6974 0.5680 0.463
H 2.4727 0.1172 -0.4745 0.464
H -1.7501 0.6701 0.0884 0.456
O -1.8490 -0.2389 -0.2661 -0.919
H 1.1992 0.4615 0.2112 0.461
O 1.6741 -0.3125 -0.1270 -0.925
```

Structure (SMILES): O.O
Net charge: 0
E_LUMO (eV): 0.66



Model two:
DFT (ωB97M-V/def2-TZVPD) results for a 2-piece molecular cluster, H4O2 overall.

Structure (XYZ):
```
6
Properties=species:S:1:pos:R:3:nbo_charge:R:1
O -1.6566 -0.2603 -0.0377 -0.948
H -2.4127 -0.0466 0.5240 0.478
H -1.2955 0.5347 -0.4099 0.470
O 2.1579 -0.2208 0.0165 -0.945
H 1.8483 0.7360 0.1015 0.468
H 1.3587 -0.7430 -0.1945 0.478
```

Structure (SMILES): O.O
Net charge: 0
E_LUMO (eV): 0.59



Model three:
DFT (ωB97M-V/def2-TZVPD) results for a 2-piece molecular cluster, H4O2 overall.

Structure (XYZ):
```
6
Properties=species:S:1:pos:R:3:nbo_charge:R:1
H -1.4881 -0.8694 -0.1591 0.465
O 1.7074 -0.1387 -0.1237 -0.970
H -1.2036 0.5190 0.3380 0.458
O -1.8426 0.0029 -0.1499 -0.921
H 1.9820 0.7930 -0.2978 0.491
H 0.8450 -0.3067 0.3925 0.477
```

Structure (SMILES): O.O
Net charge: 0
E_LUMO (eV): 0.48



Model four:
DFT (ωB97M-V/def2-TZVPD) results for a 2-piece molecular cluster, H4O2 overall.

Structure (XYZ):
```
6
Properties=species:S:1:pos:R:3:nbo_charge:R:1
O -1.1584 1.1481 0.8282 -0.956
O 0.7198 -0.8149 -0.4705 -0.953
H 1.6333 -1.0115 -0.2337 0.481
H 0.3804 -1.6303 -0.8593 0.477
H -0.8127 1.9182 0.3663 0.463
H -0.7623 0.3903 0.3690 0.488
```

Structure (SMILES): O.O
Net charge: 0
E_LUMO (eV): 0.64



Top of the stability list: model four, leading by 0.0080 hartree.



Model one:
DFT (ωB97M-V/def2-TZVPD) results for a 2-piece molecular cluster, H4O2 overall.

Structure (XYZ):
```
6
Properties=species:S:1:pos:R:3:nbo_charge:R:1
H -0.3368 1.2578 0.2825 0.467
H 0.8829 -2.5999 -0.8955 0.474
O 0.5422 -1.7040 -0.8074 -0.944
H 0.5840 -1.4882 0.1416 0.470
H -1.2514 2.4369 0.4593 0.466
O -0.4209 2.0973 0.8195 -0.933
```

Structure (SMILES): O.O
Net charge: 0
E_LUMO (eV): 0.71



Model two:
DFT (ωB97M-V/def2-TZVPD) results for a 2-piece molecular cluster, H4O2 overall.

Structure (XYZ):
```
6
Properties=species:S:1:pos:R:3:nbo_charge:R:1
O 1.5984 -0.1783 -0.3144 -0.965
H 0.6894 -0.1361 -0.0446 0.484
H -1.4747 0.8123 -0.1092 0.481
H 2.2399 0.3285 0.3046 0.475
O -1.4933 -0.1410 -0.3177 -0.954
H -1.5598 -0.6853 0.4812 0.480
```

Structure (SMILES): O.O
Net charge: 0
E_LUMO (eV): 0.67



Top of the stability list: model one, leading by 0.0030 hartree.



Model one:
DFT (ωB97M-V/def2-TZVPD) results for a 2-piece molecular cluster, H4O2 overall.

Structure (XYZ):
```
6
Properties=species:S:1:pos:R:3:nbo_charge:R:1
O -1.3253 0.7710 0.5923 -0.961
O 0.9854 -0.9036 -0.2449 -0.944
H 0.3718 -1.4232 -0.7815 0.480
H -0.4777 0.3737 0.3297 0.485
H -1.0942 1.6183 0.9867 0.464
H 1.5400 -0.4362 -0.8823 0.477
```

Structure (SMILES): O.O
Net charge: 0
E_LUMO (eV): 0.74



Model two:
DFT (ωB97M-V/def2-TZVPD) results for a 2-piece molecular cluster, H4O2 overall.

Structure (XYZ):
```
6
Properties=species:S:1:pos:R:3:nbo_charge:R:1
H 0.2997 -1.2942 -0.3912 0.458
H -0.1445 1.9462 0.2360 0.485
O 0.0687 -1.7455 0.3869 -0.933
O 0.1725 1.0845 -0.2391 -0.958
H 0.0196 -0.9383 0.9638 0.474
H -0.4161 0.9474 -0.9565 0.473
```

Structure (SMILES): O.O
Net charge: 0
E_LUMO (eV): 0.54



Model three:
DFT (ωB97M-V/def2-TZVPD) results for a 2-piece molecular cluster, H4O2 overall.

Structure (XYZ):
```
6
Properties=species:S:1:pos:R:3:nbo_charge:R:1
H 18.8170 -5.8413 11.3156 0.474
O 20.1104 -7.2381 13.1894 -0.944
H 20.2448 -5.3498 11.2083 0.466
H 20.6522 -7.7771 13.7658 0.474
H 20.4773 -7.3769 12.3163 0.469
O 19.4310 -5.4261 10.7101 -0.939
```

Structure (SMILES): O.O
Net charge: 0
E_LUMO (eV): 0.70



Top of the stability list: model one, leading by 0.0038 hartree.